[1]
Molecular formula: C28H17Cl2N4O2V
Method: DFT, wB97M-V/def2-TZVPD

Element x y z (Å)
1 V -0.75493 -0.04559 0.54329
2 Cl 0.92255 5.63324 -2.74965
3 C 0.02054 4.25984 -2.17650
4 C 0.48670 3.59235 -1.04742
5 C -0.19906 2.48589 -0.57175
6 N 0.14806 1.69886 0.52211
7 C 1.01421 2.01317 1.52266
8 O 1.69332 3.03331 1.63219
9 C 0.97815 0.95506 2.57957
10 C 1.62261 1.15273 3.77826
11 C 1.53751 0.20923 4.79533
12 C 0.75095 -0.93800 4.53969
13 C 0.10643 -1.07928 3.34841
14 N 0.17194 -0.16411 2.32246
15 C -1.38324 2.05963 -1.24289
16 C -1.83529 2.73734 -2.35765
17 C -1.12470 3.83998 -2.82578
18 Cl -1.72238 4.66476 -4.23860
19 N -1.97575 0.91343 -0.67374
20 C -3.15817 0.37005 -0.97758
21 O -4.02093 0.72449 -1.77278
22 C -3.39308 -0.89976 -0.14729
23 C -4.65099 -1.47068 -0.11397
24 C -4.84311 -2.61779 0.63737
25 C -3.76012 -3.16086 1.30909
26 C -2.53614 -2.51806 1.23355
27 N -2.35138 -1.39030 0.54775
28 H 1.37619 3.92824 -0.53743
29 H 2.19390 2.06683 3.87620
30 H 2.04591 0.34516 5.73922
31 H 0.64363 -1.71962 5.28140
32 H -0.49490 -1.95936 3.16172
33 H -2.73522 2.41603 -2.85908
34 H -5.43218 -1.00076 -0.69454
35 H -5.81707 -3.08716 0.68980
36 H -3.84812 -4.06907 1.88886
37 H -1.66232 -2.92105 1.72740
38 C 4.77388 -1.26128 -0.85602
39 C 4.05382 -1.23120 0.35487
40 C 2.68975 -1.14428 0.34539
41 C 1.94159 -1.07269 -0.85896
42 C 0.49675 -0.96112 -0.86731
43 C -0.08697 -1.06786 -2.11356
44 C 0.63568 -1.18549 -3.32507
45 C 1.99353 -1.20302 -3.30945
46 C 2.67934 -1.16379 -2.07004
47 C 4.09414 -1.23596 -2.03834
48 H 5.85585 -1.31748 -0.84638
49 H 4.58183 -1.27723 1.29956
50 H 2.15410 -1.14598 1.27709
51 H -1.16873 -1.01932 -2.20610
52 H 0.09712 -1.23160 -4.26492
53 H 2.56693 -1.25860 -4.22848
54 H 4.62788 -1.28128 -2.98197

Calculated values
Frontier orbital gap (spin up / spin down) ... 5.01 / 6.91 eV
ΔE to the lowest compared entry with this formula, charge and spin ... 22.5 kJ/mol
HOMO (spin up / spin down) ... -2.8 / -4.8 eV
Charge ... -1
2S+1 ... 4

[2]
Molecular formula: C33H35F3N5
Method: DFT, wB97M-V/def2-TZVPD

Element x y z (Å)
1 C 2.30965 -0.16137 -2.46484
2 N 1.15183 -0.68634 -3.19732
3 C 1.45100 -1.48756 -4.38559
4 C -0.07558 -0.38810 -2.82588
5 C -1.25830 -0.83436 -3.55613
6 C -1.46407 -2.19164 -3.91334
7 C -2.56868 -2.58467 -4.65443
8 C -3.52056 -1.63767 -5.02987
9 C -4.70899 -2.08134 -5.84839
10 F -5.80571 -1.28787 -5.64648
11 F -4.44374 -2.05099 -7.19286
12 F -5.09412 -3.36437 -5.55588
13 C -3.36387 -0.29475 -4.68437
14 C -2.25505 0.09531 -3.94256
15 H 3.21045 -0.56616 -2.93784
16 H 2.32544 0.93839 -2.48780
17 H 2.28124 -0.44129 -1.40238
18 H 2.53029 -1.39703 -4.53896
19 H 1.20368 -2.54805 -4.23949
20 H 0.91611 -1.12358 -5.27586
21 H -0.17712 0.30256 -1.98019
22 H -0.75400 -2.95053 -3.58468
23 H -2.68971 -3.62967 -4.93385
24 H -4.11100 0.43326 -4.99653
25 H -2.12967 1.13974 -3.65159
26 C 0.77407 -5.17260 -1.20041
27 C 1.80539 -5.49812 -0.30370
28 C 1.94157 -4.77820 0.88224
29 C 1.07322 -3.71921 1.17190
30 C 1.26112 -3.00947 2.49040
31 N 0.40400 -1.83427 2.65035
32 C -0.49104 -1.85124 3.77722
33 C -1.58683 -0.82936 3.59494
34 N -1.04947 0.44696 3.20417
35 C -1.81610 1.61034 3.56837
36 C -1.67277 2.73310 2.57084
37 N -0.30555 2.87902 2.13647
38 C 0.00883 4.16919 1.51158
39 C 1.04886 4.96699 2.26737
40 C 1.50484 6.15601 1.68618
41 C 2.45279 6.94663 2.33975
42 C 2.94152 6.54957 3.59540
43 C 2.48264 5.36516 4.18677
44 C 1.52707 4.57764 3.52502
45 C 0.41333 1.75852 1.81239
46 C 1.40923 1.73400 0.81105
47 N 1.78782 0.55815 0.30556
48 C 1.65613 -0.58881 0.97789
49 C 0.73415 -0.66096 2.04306
50 C 0.04660 0.52546 2.40505
51 C 0.05010 -3.38863 0.27434
52 C -0.11320 -4.12914 -0.90357
53 H 0.65050 -5.74209 -2.12400
54 H 2.49202 -6.32040 -0.52419
55 H 2.72289 -5.00904 1.61329
56 H 0.99962 -3.68720 3.31337
57 H 2.32405 -2.74124 2.61406
58 H -0.91453 -2.86085 3.81532
59 H 0.04174 -1.65222 4.72380
60 H -2.30176 -1.20940 2.84289
61 H -2.11811 -0.69416 4.53968
62 H -2.86972 1.32002 3.62296
63 H -1.50674 1.98154 4.55959
64 H -2.33553 2.53690 1.70772
65 H -1.96031 3.68505 3.02884
66 H 0.33302 4.02246 0.47021
67 H -0.93141 4.73575 1.48097
68 H 1.09569 6.43492 0.71118
69 H 2.80552 7.87090 1.87483
70 H 3.67746 7.16662 4.11698
71 H 2.85119 5.03964 5.16332
72 H 1.15207 3.66111 3.98529
73 H 1.85557 2.64337 0.38959
74 H 2.27037 -1.44822 0.67826
75 H -0.62729 -2.56236 0.50391
76 H -0.95415 -3.88975 -1.56137

Calculated values
Frontier orbital gap ... 5.01 eV
HOMO ... -9.3 eV
Charge ... +1

[3]
Molecular formula: C2H6N3S
Method: DFT, wB97M-V/def2-TZVPD

Element x y z (Å)
1 C 1.83145 0.20137 0.67974
2 S 0.88088 -0.53117 -0.67137
3 N -0.77269 0.34764 -0.36926
4 N -1.21364 0.95961 0.88786
5 C -1.89101 -0.00884 0.38841
6 N -2.60872 -1.06320 0.41407
7 H 1.06183 0.88836 1.13213
8 H 2.82332 0.69043 0.33944
9 H 1.95218 -0.42698 1.55338
10 H -1.00849 1.01590 -1.15343
11 H -2.87371 -1.47026 -0.43102
12 H -3.19376 -1.22787 1.31612

Calculated values
Frontier orbital gap ... 9.72 eV
ΔE to the lowest compared entry with this formula, charge and spin ... 381.1 kJ/mol
HOMO ... -14.1 eV
Charge ... +1

[4]
Molecular formula: C4H5NO2
Method: DFT, wB97M-V/def2-TZVPD

Element x y z (Å)
1 C -0.23362 -2.17442 -0.52682
2 O -0.73749 -0.88128 -0.90642
3 C -0.55931 0.05797 -0.01436
4 N -0.78783 0.29132 1.16281
5 O -0.48293 1.15098 1.99138
6 H 0.80894 -2.09407 -0.21036
7 H -0.84357 -2.57111 0.28942
8 H -0.32119 -2.80538 -1.41085
9 C 0.71976 2.45788 0.47660
10 C 0.71025 1.82956 -0.57566
11 H 0.77689 3.08608 1.33322
12 H 0.95009 1.65247 -1.60896

Calculated values
Frontier orbital gap ... 9.34 eV
ΔE to the lowest compared entry with this formula, charge and spin ... 676.3 kJ/mol
HOMO ... -9.0 eV